No. 1
Computed, not measured: a molecular structure, C36H40AuN9, with ωB97M-V/def2-TZVPD.

Each line ends with the Löwdin charge.
Cartesian coordinates (Å):
Au  0.0254  0.0751  -0.1952  1.36
C  -2.9641  1.6483  0.4291  -0.02
N  -2.9541  1.4344  -1.0335  -0.12
C  -4.1632  0.7971  -1.5847  -0.03
C  -1.9352  1.8322  -1.8036  -0.42
N  -0.6463  1.7459  -1.3582  -0.01
C  0.1897  2.8421  -1.5083  -0.24
C  -0.3848  4.1346  -1.4437  -0.02
C  0.3031  5.2660  -1.8260  -0.05
C  1.5886  5.1371  -2.3415  -0.01
C  2.2353  3.8865  -2.3368  -0.16
C  3.5155  3.7782  -2.9110  -0.01
C  4.1735  2.5549  -2.9146  -0.05
C  3.6349  1.4973  -2.2091  -0.03
C  2.4023  1.5964  -1.5235  -0.23
N  2.0433  0.5829  -0.6413  -0.01
C  3.0308  -0.0983  0.0228  -0.41
N  4.0610  0.5566  0.5716  -0.11
C  5.4185  -0.0054  0.6426  -0.01
C  3.9321  1.9370  1.0691  0.00
N  2.9653  -1.4242  0.1478  -0.11
C  3.3934  -2.1260  1.3777  0.01
C  2.3038  -2.2668  -0.8713  -0.02
C  1.5907  2.7386  -1.7649  -0.06
N  -2.1982  2.2703  -3.0377  -0.11
C  -1.2220  2.1606  -4.1343  0.00
C  -3.4260  3.0207  -3.3461  -0.01
H  -3.8148  2.2795  0.6880  0.10
H  -2.0533  2.1482  0.7536  0.08
H  -3.0597  0.6967  0.9501  0.08
H  -4.3789  -0.0900  -0.9884  0.10
H  -3.9919  0.4921  -2.6117  0.09
H  -5.0270  1.4621  -1.5433  0.10
H  -1.4172  4.2182  -1.1178  0.12
H  -0.1715  6.2391  -1.7610  0.12
H  2.1201  5.9993  -2.7354  0.12
H  3.9603  4.6544  -3.3769  0.13
H  5.1212  2.4371  -3.4310  0.12
H  4.1821  0.5609  -2.1465  0.12
H  5.4749  -0.9291  0.0764  0.10
H  5.7208  -0.1857  1.6739  0.10
H  6.1072  0.7212  0.2067  0.11
H  2.8858  2.2302  1.1125  0.08
H  4.4761  2.6355  0.4339  0.10
H  4.3485  1.9852  2.0739  0.11
H  4.4200  -1.9106  1.6570  0.07
H  3.3215  -3.1915  1.1824  0.10
H  2.7311  -1.8777  2.2039  0.08
H  1.9947  -1.6685  -1.7243  0.08
H  1.4320  -2.7672  -0.4444  0.08
H  3.0073  -3.0208  -1.2185  0.10
H  -0.4587  1.4286  -3.8919  0.09
H  -0.7510  3.1202  -4.3442  0.10
H  -1.7450  1.8294  -5.0280  0.10
H  -3.9105  3.3394  -2.4290  0.10
H  -4.1227  2.4282  -3.9380  0.10
H  -3.1484  3.9053  -3.9202  0.11
N  -4.1498  -7.1850  5.9672  0.18
C  -3.6918  -6.3840  5.2741  -0.15
C  -3.1105  -5.3640  4.4003  -0.20
C  -2.0680  -5.6966  3.5393  0.00
C  -1.5186  -4.7253  2.7139  -0.01
C  -2.0060  -3.4248  2.7490  -0.21
C  -3.0475  -3.0962  3.6068  -0.01
C  -3.6021  -4.0645  4.4316  0.00
C  -1.3968  -2.3718  1.8703  -0.03
C  -0.4530  -1.5218  2.4579  -0.24
C  -0.1083  -1.4365  3.8216  0.02
C  0.8270  -0.4233  3.9557  -0.03
C  1.0526  0.0788  2.6622  -0.14
N  0.3141  -0.5849  1.7628  -0.07
C  -1.8251  -2.3199  0.5428  -0.24
C  -2.7063  -3.2193  -0.1031  0.02
C  -2.8508  -2.8054  -1.4157  -0.03
C  -2.0685  -1.6415  -1.5463  -0.14
N  -1.4717  -1.3346  -0.3903  -0.08
H  -1.6920  -6.7130  3.5214  0.13
H  -0.7078  -4.9839  2.0384  0.13
H  -3.4308  -2.0809  3.6311  0.13
H  -4.4193  -3.8159  5.0996  0.13
H  -0.5271  -2.0522  4.6100  0.13
H  1.2953  -0.0716  4.8672  0.12
H  1.7410  0.8655  2.3556  0.10
H  -3.1657  -4.0839  0.3679  0.13
H  -3.4380  -3.2735  -2.2009  0.12
H  -1.9408  -1.0121  -2.4275  0.12

Properties
Net charge: +2
LUMO (alpha / beta): -7.89 / -7.89 eV
HOMO (alpha / beta): -12.40 / -12.40 eV



No. 2
Computed, not measured: a molecular structure, C36H40CoN4O3PS2, with ωB97M-V/def2-TZVPD.

Each line ends with the Löwdin spin population.
Cartesian coordinates (Å):
Co  0.1938  0.2914  0.3079  1.09
O  -6.6795  2.7573  2.0074  0.00
C  -6.4463  1.4530  2.2321  0.00
O  -7.2961  0.7679  2.7237  0.00
C  -5.1106  0.9012  1.8390  0.00
C  -4.9635  -0.4837  1.8870  0.00
C  -3.7708  -1.0841  1.5574  0.00
C  -2.6762  -0.3092  1.1486  0.00
C  -2.8393  1.0754  1.0672  0.00
C  -4.0306  1.6736  1.4224  0.00
N  -1.4413  -0.8396  0.7641  0.01
C  -1.1848  -2.1038  0.7767  0.00
C  0.0960  -2.5590  0.3153  0.00
C  0.4171  -3.9157  0.2137  0.00
C  1.6646  -4.2853  -0.2406  0.00
C  2.5804  -3.2894  -0.5603  0.00
C  2.2043  -1.9650  -0.4044  0.00
N  0.9972  -1.6025  0.0075  0.02
H  -5.9419  3.2094  1.5860  0.00
H  -5.8182  -1.0768  2.1817  0.00
H  -3.6972  -2.1618  1.6035  0.00
H  -2.0159  1.6716  0.6882  0.00
H  -4.0964  2.7536  1.3737  0.00
H  -1.8937  -2.8423  1.1377  0.00
H  -0.3232  -4.6517  0.4981  0.00
H  1.9315  -5.3280  -0.3429  0.00
H  3.5704  -3.5368  -0.9134  0.00
H  2.8976  -1.1608  -0.6210  0.00
C  5.9059  3.0906  0.5359  0.00
C  4.7674  2.7764  -0.3833  0.00
C  4.9609  2.5690  -1.7468  -0.01
C  3.8422  2.2476  -2.4934  0.00
N  2.6261  2.1712  -1.9649  -0.01
C  2.5289  2.3953  -0.6542  0.00
S  0.9171  2.4056  0.0476  -0.04
N  3.5530  2.6713  0.1543  -0.01
H  6.7197  3.5643  -0.0097  0.00
H  6.2819  2.1638  0.9742  0.00
H  5.5715  3.7390  1.3425  0.00
H  5.9402  2.6533  -2.1945  0.00
H  3.9125  2.0559  -3.5586  0.00
O  -0.3258  0.1947  -1.7500  0.00
S  -1.3228  -0.7421  -2.3890  0.00
C  -0.9926  -0.7246  -4.1579  0.00
C  -1.3598  -1.8656  -4.8561  0.00
C  -1.2570  -1.8753  -6.2389  0.00
C  -0.7905  -0.7515  -6.9051  0.00
C  -0.3901  0.3699  -6.1898  0.00
C  -0.4848  0.3867  -4.8077  0.00
C  -2.8166  0.2600  -2.5627  0.00
C  -2.6777  1.6373  -2.6093  0.00
C  -3.8090  2.4277  -2.7250  0.00
C  -5.0644  1.8363  -2.7685  0.00
C  -5.1911  0.4557  -2.7039  0.00
C  -4.0618  -0.3436  -2.6013  0.00
H  -1.7337  -2.7351  -4.3287  0.00
H  -1.5391  -2.7570  -6.7975  0.00
H  -0.7385  -0.7483  -7.9853  0.00
H  -0.0086  1.2355  -6.7137  0.00
H  -0.1681  1.2519  -4.2391  0.00
H  -1.6913  2.0786  -2.5322  0.00
H  -3.7076  3.5040  -2.7686  0.00
H  -5.9509  2.4526  -2.8446  0.00
H  -6.1733  0.0031  -2.7302  0.00
H  -4.1542  -1.4223  -2.5574  0.00
C  1.5898  -2.1088  3.4108  0.00
C  0.5872  -0.9739  3.6143  -0.01
P  0.7910  0.4691  2.4845  -0.05
C  2.5220  1.0064  2.7742  0.00
C  2.8745  1.3844  4.2117  0.00
C  -0.2680  1.7596  3.2690  0.00
C  -0.5415  1.6859  4.7723  0.00
H  1.3530  -2.9332  4.0830  0.00
H  2.6049  -1.7801  3.6311  0.00
H  1.5688  -2.4894  2.3913  0.00
H  0.6854  -0.5836  4.6279  0.00
H  -0.4387  -1.3338  3.4937  0.00
H  2.6977  1.8555  2.1119  0.00
H  3.1643  0.1904  2.4287  0.00
H  2.3076  2.2545  4.5379  0.00
H  3.9317  1.6440  4.2638  0.00
H  2.7011  0.5667  4.9127  0.00
H  -1.2251  1.7125  2.7533  0.00
H  0.1948  2.7112  2.9983  0.00
H  -1.1641  0.8265  5.0197  0.00
H  -1.0867  2.5830  5.0660  0.00
H  0.3666  1.6436  5.3698  0.00

Properties
Spin multiplicity: 2
Net charge: +1
LUMO (alpha / beta): -4.16 / -4.14 eV
HOMO (alpha / beta): -10.16 / -10.09 eV



Among the records above, which one has the lowest net charge?
C36H40CoN4O3PS2